{
  "formula": "C34H43FN4O6S2",
  "method": "ωB97M-V/def2-TZVPD",
  "spin_multiplicity": 1,
  "gap_ev": 8.40,
  "lumo_energy_ev": -0.45,
  "de_lowest_ev": 1.216,
  "total_charge": 0,
  "fmax_ev_per_a": 4.329,
  "elements": ["C", "C", "C", "O", "O", "C", "C", "C", "C", "C", "C", "C", "S", "O", "S", "O", "O", "O", "C", "C", "C", "C", "F", "H", "H", "H", "H", "H", "H", "H", "H", "H", "H", "H", "H", "H", "H", "H", "H", "H", "H", "H", "H", "H", "H", "H", "N", "C", "C", "C", "C", "C", "H", "H", "H", "H", "H", "N", "C", "C", "C", "C", "C", "H", "H", "H", "H", "H", "N", "C", "C", "C", "C", "C", "H", "H", "H", "H", "H", "N", "C", "C", "C", "C", "C", "H", "H", "H", "H", "H"],
  "xyz": [[3.65081, -3.33364, -0.19893], [4.18954, -2.67904, 0.87754], [3.91704, -1.17903, 1.14332], [3.00241, -0.93195, 1.81639], [4.73826, -0.17558, 0.63678], [4.11948, 0.29026, -0.58303], [4.64950, 1.66223, -1.06014], [3.58931, 2.35726, -1.98395], [3.31927, 1.58419, -3.32256], [1.80499, 1.18087, -3.52191], [1.63495, -0.30637, -3.08707], [0.17986, -0.77737, -2.83107], [0.43590, -2.66311, -2.70962], [-0.82181, -0.62816, -3.84024], [-2.16386, -1.30773, -3.10593], [-2.57088, -2.57190, -3.64006], [-3.30451, -0.44617, -3.25485], [-1.65716, -1.40209, -1.52875], [-0.53436, -0.44368, -1.48676], [-1.32218, 0.92881, -1.36712], [-0.85109, 1.83009, -0.16420], [-0.31295, 3.15862, -0.79252], [-0.16175, 4.15751, 0.16780], [2.86363, -4.10318, -0.14788], [4.01692, -3.04334, -1.20612], [4.83783, -3.18818, 1.61776], [4.24233, -0.45893, -1.39832], [3.02651, 0.38719, -0.38758], [4.74399, 2.32884, -0.17204], [5.65670, 1.61582, -1.51441], [4.00872, 3.36539, -2.19112], [2.67043, 2.51646, -1.38483], [3.98963, 0.70070, -3.33645], [3.63491, 2.22748, -4.17116], [1.13387, 1.88979, -3.00701], [1.63979, 1.24354, -4.61858], [2.02411, -0.93618, -3.91383], [2.21778, -0.56792, -2.18594], [1.75000, -2.82074, -2.37099], [0.20791, -0.59159, -0.68001], [-1.27873, 1.50228, -2.32015], [-2.39676, 0.71881, -1.21754], [-0.10835, 1.35294, 0.49905], [-1.77091, 2.13913, 0.37711], [-0.97424, 3.48245, -1.62229], [0.68763, 2.92900, -1.21276], [-4.95032, 2.19117, 1.27090], [-5.69290, 2.75218, 0.31252], [-6.32406, 3.97928, 0.44354], [-6.18177, 4.66554, 1.63790], [-5.41792, 4.10380, 2.64752], [-4.82614, 2.87293, 2.41360], [-5.77839, 2.17707, -0.60345], [-6.91154, 4.38542, -0.36887], [-6.66021, 5.62692, 1.78038], [-5.28347, 4.60854, 3.59484], [-4.21628, 2.39556, 3.17399], [4.68431, 3.82613, 2.21785], [4.61776, 2.60918, 2.76411], [4.99687, 2.32709, 4.06713], [5.47608, 3.36504, 4.84897], [5.55550, 4.63612, 4.30258], [5.14749, 4.81185, 2.98982], [4.23987, 1.83007, 2.11169], [4.91869, 1.32116, 4.45765], [5.78393, 3.18622, 5.87223], [5.92483, 5.47222, 4.88136], [5.18794, 5.78896, 2.52005], [1.47615, -5.84022, -3.26590], [0.55691, -5.92537, -2.30095], [0.27446, -7.09151, -1.60598], [0.98186, -8.23660, -1.93284], [1.93896, -8.17206, -2.93281], [2.14717, -6.95544, -3.56324], [0.02750, -5.00384, -2.08307], [-0.47982, -7.10127, -0.83051], [0.79009, -9.16847, -1.41458], [2.51153, -9.04493, -3.21690], [2.88822, -6.85517, -4.34934], [-8.34580, 0.05652, 4.26968], [-8.44695, -1.26131, 4.45520], [-7.52737, -2.18085, 3.97488], [-6.44098, -1.70744, 3.25690], [-6.31573, -0.34333, 3.04999], [-7.29014, 0.49049, 3.57650], [-9.31507, -1.58471, 5.01993], [-7.65948, -3.23904, 4.15818], [-5.70050, -2.39339, 2.86320], [-5.48260, 0.06546, 2.49403], [-7.23316, 1.56619, 3.44329]],
  "forces_ev_per_a": [[0.28, 0.60, -0.29], [0.46, -0.01, -0.16], [3.72, -0.74, -2.09], [-2.10, 0.45, 1.61], [-0.46, -0.54, -0.57], [-0.21, 0.60, -0.82], [-0.67, 0.45, 0.85], [1.04, -0.17, 0.04], [-0.36, 0.76, 0.34], [1.44, -0.50, -0.42], [-1.11, 1.11, -1.00], [1.72, -1.75, 1.33], [0.59, -0.51, -0.06], [-0.71, -0.67, 1.58], [-4.06, -0.42, -1.02], [2.41, -0.57, 0.67], [1.56, 1.47, 0.81], [0.49, 0.11, -2.10], [-0.77, 1.46, -0.68], [0.97, 0.34, 0.59], [-0.82, 1.31, -1.22], [0.56, -1.31, 0.26], [-0.18, -0.29, -0.46], [1.69, -0.94, 0.16], [-1.71, 1.00, 0.28], [-1.93, 0.04, 0.80], [0.06, 0.22, 0.58], [0.56, 0.07, -0.08], [0.04, -0.51, -0.42], [-0.56, -0.20, 0.02], [-0.45, -0.54, 0.00], [0.43, -0.18, -0.38], [-0.54, 0.28, -0.22], [-0.19, -0.40, 0.49], [0.31, -0.38, -0.22], [-0.40, -0.04, 0.73], [-0.16, 0.38, 0.53], [-0.46, 0.28, -0.31], [-0.52, 0.60, -0.27], [-0.95, -0.46, -0.07], [0.15, -0.43, 0.52], [0.73, -0.13, -0.12], [-0.43, 0.27, -0.25], [0.72, -0.46, 0.14], [0.23, 0.15, 0.71], [-0.45, 0.48, 0.13], [-0.10, 0.36, 0.05], [0.14, -0.26, 0.00], [0.02, 0.00, 0.05], [-0.06, 0.11, 0.01], [-0.01, 0.00, -0.02], [0.12, -0.21, -0.12], [-0.04, 0.05, -0.02], [0.01, -0.04, 0.00], [0.01, -0.03, 0.00], [0.02, -0.03, -0.01], [-0.03, 0.06, 0.05], [0.11, -0.07, 0.25], [-0.11, 0.12, -0.25], [0.02, 0.06, 0.03], [0.04, -0.02, 0.10], [-0.02, -0.05, 0.00], [-0.08, -0.03, -0.23], [0.03, -0.08, 0.12], [-0.02, 0.01, -0.04], [-0.01, 0.01, -0.02], [-0.01, 0.00, -0.03], [0.03, 0.02, 0.07], [0.01, -0.22, 0.21], [0.06, 0.08, -0.11], [0.06, -0.05, -0.03], [-0.02, -0.10, 0.06], [-0.04, 0.02, 0.03], [-0.01, 0.23, -0.07], [-0.08, -0.20, 0.07], [0.00, 0.03, -0.03], [0.00, 0.02, -0.02], [0.00, 0.03, -0.02], [0.00, -0.07, 0.01], [0.18, -0.17, -0.10], [-0.10, 0.21, 0.04], [0.02, 0.03, -0.03], [0.04, -0.07, -0.01], [0.06, -0.07, 0.03], [-0.21, 0.05, 0.12], [0.03, -0.06, -0.01], [-0.03, 0.02, 0.01], [-0.02, 0.02, 0.00], [-0.06, 0.02, -0.03], [0.06, -0.02, -0.06]],
  "mulliken_charge": [-0.662, -0.454, 0.750, -0.411, -0.355, 0.051, -0.641, -0.266, -0.939, -0.669, -0.793, 0.276, 0.064, -0.486, 1.356, -0.614, -0.657, -0.577, 0.212, -1.027, -0.297, -0.077, -0.351, 0.248, 0.368, 0.369, 0.383, -0.083, 0.000, 0.338, 0.437, -0.061, 0.503, 0.459, 0.242, 0.343, 0.569, -0.152, 0.158, 0.676, 0.477, 0.443, 0.450, 0.053, 0.379, -0.024, -0.244, -0.209, -0.639, -0.082, -0.683, -0.176, 0.428, 0.401, 0.383, 0.396, 0.453, -0.345, 0.161, -0.664, -0.273, -0.368, -0.272, 0.263, 0.382, 0.374, 0.361, 0.360, -0.294, 0.322, -0.899, -0.147, -0.432, -0.289, 0.254, 0.365, 0.387, 0.356, 0.371, -0.541, -0.335, -0.216, -0.656, 0.064, -0.195, 0.349, 0.364, 0.383, 0.394, 0.383]
}